# 1
Here is a structure of composition C33H34FeI2N6O6 from the OMol25 dataset. Energies are from ωB97M-V with the def2-TZVPD basis set.

The geometry in XYZ format:
```
82
Properties=species:S:1:pos:R:3:forces:R:3
Fe 0.059 -0.078 0.506 -0.6 -0.2 -0.5
I -7.365 1.317 2.416 0.1 0.0 0.0
C -5.297 1.378 2.015 -0.1 0.0 0.0
C -4.531 2.402 2.546 0.2 -0.1 -0.1
C -3.171 2.400 2.285 0.1 -0.1 -0.1
I -1.960 3.899 3.113 -0.1 -0.1 0.0
C -2.497 1.422 1.477 0.0 0.1 0.2
O -1.244 1.478 1.268 -0.1 0.1 0.1
C -3.354 0.378 0.973 -0.1 0.0 0.0
C -2.754 -0.708 0.096 0.2 0.1 0.3
N -1.513 -1.279 0.591 -0.1 -0.4 -0.6
C -1.681 -1.947 1.862 0.0 0.2 0.0
C -1.010 -1.157 2.957 -0.2 -0.1 0.2
C -1.572 -0.926 4.208 0.0 -0.2 -0.1
C -0.908 -0.115 5.107 0.0 0.0 0.1
C 0.303 0.444 4.739 0.2 0.0 0.0
C 0.798 0.163 3.477 0.3 0.1 0.1
N 0.164 -0.620 2.614 -0.2 0.3 -0.4
C -4.710 0.372 1.250 0.2 0.1 0.1
H -4.972 3.178 3.156 0.0 0.0 0.0
H -3.528 -1.484 -0.043 0.0 0.0 0.0
H -2.552 -0.283 -0.890 0.0 0.0 -0.1
H -0.572 -2.331 -0.432 0.2 0.1 -0.6
H -2.737 -2.082 2.124 0.0 -0.1 0.0
H -1.222 -2.948 1.841 0.0 -0.1 0.1
H -2.536 -1.356 4.450 0.0 0.0 0.0
H -1.343 0.100 6.077 0.0 0.0 0.0
H 0.844 1.109 5.400 0.0 0.0 0.0
H 1.725 0.598 3.116 -0.1 0.0 0.0
H -5.318 -0.437 0.857 0.0 0.0 0.0
C -1.693 -2.893 -2.714 0.0 0.0 -0.1
C -0.417 -2.142 -2.354 0.2 0.4 0.0
O 0.056 -2.671 -1.153 -0.3 0.0 0.5
C -0.544 -0.634 -2.393 0.2 0.0 0.1
C 0.743 1.366 -2.189 0.6 -0.1 0.0
C 2.259 1.113 -2.414 -0.1 0.1 0.0
N 0.502 2.595 -1.395 -0.3 -0.4 0.2
N 1.368 2.893 -0.455 0.3 0.3 -0.4
C 2.009 2.095 0.361 -0.6 0.1 0.0
O 1.692 0.898 0.675 0.8 0.1 0.4
C 3.198 2.681 1.048 0.1 0.0 -0.1
C 3.545 4.026 0.914 0.0 0.1 0.1
C 4.701 4.520 1.502 -0.1 0.0 0.0
C 5.542 3.679 2.226 -0.1 0.0 -0.1
C 5.200 2.342 2.367 -0.1 -0.1 0.0
C 4.034 1.849 1.788 0.1 0.0 0.1
H -2.388 -2.758 -1.880 0.1 0.0 0.0
H -1.463 -3.958 -2.797 0.0 0.0 0.0
H -2.190 -2.556 -3.618 0.0 0.1 -0.1
H -1.101 -0.256 -3.249 0.0 0.0 -0.1
H 2.414 0.392 -3.216 0.0 0.0 0.1
H 2.679 0.686 -1.507 0.0 0.0 0.0
H 2.765 2.055 -2.658 0.0 -0.1 0.0
H 2.886 4.668 0.342 0.0 0.0 0.0
H 4.956 5.569 1.390 0.0 0.0 0.0
H 6.453 4.064 2.669 0.0 0.0 0.0
H 5.848 1.674 2.925 0.0 0.0 0.0
H 3.759 0.805 1.879 0.0 0.0 0.0
C 3.362 -1.558 -5.193 0.0 0.1 0.1
C 2.065 -2.325 -5.446 0.1 0.1 0.0
C 0.742 -1.739 -4.855 0.0 0.0 0.0
C -0.413 -2.489 -5.598 -0.2 0.1 0.0
C -1.693 -1.701 -5.922 0.1 0.0 0.1
C 0.668 -0.298 -5.420 -0.1 0.1 0.5
O 0.779 -0.210 -6.632 0.1 0.0 -0.4
N 0.369 0.917 -4.795 0.2 -0.3 0.2
C 0.195 1.726 -3.608 0.1 -0.5 0.2
O -0.281 2.796 -3.861 -0.2 0.5 -0.1
N 0.154 0.172 -1.590 -0.4 -0.2 0.4
C 0.790 -2.039 -3.321 0.2 -0.1 0.1
O 1.917 -2.121 -2.818 -0.3 0.1 0.0
H 4.191 -2.059 -5.706 -0.1 0.0 0.0
H 3.583 -1.512 -4.128 0.0 0.0 -0.1
H 3.298 -0.540 -5.591 0.0 -0.1 0.0
H 2.159 -3.342 -5.061 0.0 0.0 0.0
H 1.919 -2.377 -6.524 0.0 -0.1 -0.1
H -0.644 -3.379 -5.016 0.0 0.0 0.1
H -0.017 -2.835 -6.552 0.0 0.0 0.0
H -2.042 -1.087 -5.091 0.0 0.0 0.0
H -2.499 -2.387 -6.193 0.0 0.0 0.0
H -1.517 -1.034 -6.767 0.0 0.0 0.0
H 0.206 1.561 -5.556 0.0 0.2 -0.1
```
Forces are in eV/Å.

The HOMO energy (spin up / spin down) comes out at -0.233 / -1.822 eV. The energy above the lowest of the compared OMol25 structures with the same formula, charge and spin is 181.0 kcal per mole. Its calculated total energy is -3916.94005 Eh. Its charge is -2. As for the spin multiplicity: 5. Its gap between HOMO and LUMO (spin up / spin down) is 0.1405 / 0.1989 Ha.


# 2
Here is a structure of composition C25H50Cl9N13O26 from the OMol25 dataset. Energies are from ωB97M-V with the def2-TZVPD basis set.

The geometry in XYZ format:
```
123
Properties=species:S:1:pos:R:3:forces:R:3
C -3.709 -0.718 -1.153 0.8 -1.8 0.5
C -2.371 -1.569 -1.024 -1.6 0.6 -0.6
N -1.308 -0.756 -0.543 3.6 1.5 -0.2
C -0.891 -0.654 0.770 1.9 1.3 -0.3
C 0.256 0.162 0.806 -1.5 -1.2 -1.6
N 0.550 0.512 -0.546 -2.4 -1.7 1.5
C -0.403 -0.090 -1.333 -0.1 0.6 2.0
C 1.674 1.302 -1.001 0.7 0.4 -1.2
H -4.195 -0.644 -0.180 0.0 -0.1 0.1
H -4.316 -1.384 -1.766 -0.4 0.5 -0.2
H -3.614 0.300 -1.528 0.4 -0.2 -0.4
H -2.057 -1.997 -1.976 -0.2 0.3 -0.2
H -2.443 -2.433 -0.364 -0.4 0.2 0.2
H -1.361 -1.247 1.541 0.0 0.2 0.0
H 0.903 0.415 1.633 0.0 0.2 -0.1
H -0.504 0.024 -2.402 0.1 0.0 0.0
H 1.845 0.966 -2.024 0.3 0.2 0.1
H 2.596 1.187 -0.431 -0.4 -0.7 0.3
H 1.544 2.383 -1.035 -0.8 -0.1 0.2
Cl -2.118 3.707 -2.098 2.2 1.0 -0.6
O -2.821 2.879 -1.160 -0.9 0.4 0.7
O -1.313 2.841 -2.893 0.8 -1.6 -1.2
O -2.965 4.459 -2.984 -0.6 -0.1 0.8
O -1.156 4.603 -1.443 -1.2 -0.1 0.5
C 6.827 0.882 -1.030 -2.4 0.0 4.0
Cl 7.500 0.804 -2.485 1.5 0.2 -4.2
Cl 7.934 0.106 0.117 -0.1 0.0 0.5
Cl 6.450 2.554 -0.453 0.4 -0.2 -0.3
Cl 5.226 0.025 -0.967 0.7 0.0 -0.2
C -1.951 -4.632 -5.079 -1.0 0.1 -0.2
Cl -1.048 -6.069 -5.201 0.9 -1.9 -0.4
Cl -0.914 -3.332 -5.527 0.3 1.1 -0.1
Cl -3.362 -4.711 -6.197 0.3 0.2 0.5
Cl -2.479 -4.544 -3.405 -0.4 0.5 0.3
C -1.242 -2.267 4.630 -0.5 0.5 -0.8
N -1.489 -3.607 5.250 -0.6 -0.7 0.6
O -2.163 -4.494 4.692 1.3 1.9 0.5
O -1.007 -3.707 6.368 -0.3 -0.3 -0.7
H -1.549 -1.459 5.294 -0.1 -0.5 0.4
H -1.850 -2.136 3.735 0.3 -0.4 -0.1
H -0.178 -2.124 4.444 -0.1 -0.4 -0.1
C 3.959 3.961 -4.573 0.3 -1.1 -0.8
N 4.069 2.462 -4.412 -2.3 -0.8 -0.6
O 4.110 2.143 -3.228 0.5 -0.9 -1.5
O 3.787 1.716 -5.402 1.4 1.8 2.8
H 4.618 4.262 -5.387 0.1 0.2 0.3
H 4.164 4.338 -3.571 0.0 0.3 -0.6
H 2.929 4.050 -4.918 0.0 0.4 0.2
C 4.678 1.749 3.138 -0.7 1.4 -0.7
N 4.273 0.442 2.567 0.8 0.6 0.2
O 4.897 -0.457 3.033 0.7 -2.1 0.7
O 3.470 0.319 1.667 -0.6 0.6 0.0
H 4.557 1.761 4.221 -0.4 -0.3 -0.2
H 4.067 2.485 2.616 0.1 0.1 0.5
H 5.734 1.937 2.941 -0.1 -0.4 -0.3
C -3.637 1.502 2.117 -1.3 -0.2 0.0
N -2.933 1.786 3.399 0.7 -0.3 1.4
O -2.704 0.824 4.177 -0.4 2.0 -1.8
O -2.697 2.968 3.671 -0.2 -1.9 -0.3
H -3.923 2.426 1.615 0.6 0.0 0.1
H -4.554 1.004 2.430 0.0 0.1 0.1
H -3.198 0.763 1.447 0.8 0.4 0.4
C -3.987 0.642 -5.268 1.1 -1.1 1.1
N -3.273 -0.550 -4.589 -0.5 -2.3 0.1
O -4.024 -1.561 -4.423 2.0 2.5 -0.2
O -2.066 -0.540 -4.310 -2.4 0.4 -0.4
H -4.720 0.953 -4.524 0.0 0.1 -0.3
H -4.447 0.167 -6.134 0.1 0.5 0.0
H -3.216 1.397 -5.423 -0.3 -0.1 -0.2
C 3.681 -1.623 -4.257 -0.6 -0.7 -1.2
N 2.310 -1.420 -3.569 5.0 0.3 3.3
O 1.440 -0.973 -4.179 -3.6 1.1 -3.1
O 2.297 -1.502 -2.338 0.1 -0.9 -0.3
H 3.838 -2.694 -4.391 -0.1 0.0 0.4
H 4.555 -1.174 -3.785 -0.7 0.1 0.7
H 3.584 -1.214 -5.262 -0.2 0.2 0.2
C 0.126 4.558 2.471 0.9 -0.8 0.2
N 1.359 4.010 3.210 -0.1 1.8 -0.2
O 1.821 2.965 2.847 0.0 -1.1 -0.4
O 1.846 4.691 4.103 -0.6 -0.2 -0.2
H 0.201 4.268 1.423 0.3 0.1 0.1
H 0.131 5.642 2.589 -0.3 -0.4 0.2
H -0.691 3.978 2.898 -0.2 0.6 0.1
C 2.727 -2.704 0.520 -0.2 0.3 0.3
N 3.981 -3.436 0.215 -0.4 1.4 -0.8
O 4.652 -2.936 -0.657 0.7 0.0 -0.4
O 4.217 -4.477 0.749 0.0 -1.3 0.9
H 1.966 -3.254 -0.033 0.0 0.3 0.1
H 2.830 -1.684 0.149 0.0 -0.3 0.0
H 2.523 -2.718 1.590 0.1 -0.2 -0.2
C 0.823 -5.515 -0.073 -1.2 -0.1 0.9
N -0.030 -4.557 0.736 0.8 1.3 3.1
O -1.127 -4.289 0.343 -0.9 -0.2 -1.3
O 0.364 -4.082 1.841 0.2 -1.6 -2.4
H 0.727 -5.234 -1.121 0.6 0.4 0.2
H 0.246 -6.438 -0.015 0.2 -0.2 0.2
H 1.773 -5.615 0.453 0.1 0.2 -0.6
C 2.060 5.688 -2.474 -0.7 0.4 -0.5
N 2.275 5.657 -0.984 -0.4 -0.9 1.5
O 2.027 6.635 -0.291 0.2 -0.3 -1.5
O 2.628 4.589 -0.475 -0.1 0.7 -1.1
H 2.858 6.234 -2.979 0.1 0.0 0.4
H 1.116 6.187 -2.695 0.1 0.3 0.5
H 1.935 4.708 -2.934 0.3 -0.2 0.9
C -0.130 1.688 6.350 0.2 0.1 0.2
N 0.756 0.917 5.408 0.8 0.3 -0.1
O 0.337 0.805 4.266 0.2 -0.3 0.4
O 1.865 0.539 5.787 -1.4 0.3 -0.2
H 0.288 1.663 7.357 0.0 -0.2 -0.3
H -1.147 1.298 6.303 0.2 -0.1 -0.2
H -0.140 2.714 5.982 0.0 -0.1 -0.1
C -5.033 -3.717 1.208 0.2 -1.1 0.7
C -4.233 -3.154 2.207 -0.7 1.3 -0.2
C -4.650 -1.908 2.695 0.1 -0.4 -0.1
C -5.798 -1.297 2.227 -1.4 -0.4 -0.2
C -6.619 -1.903 1.258 0.9 -0.6 0.2
C -6.220 -3.155 0.777 0.2 1.2 -0.3
H -4.869 -4.721 0.847 0.6 -0.1 -0.1
H -3.338 -3.558 2.655 0.0 -0.6 -0.3
H -4.125 -1.413 3.499 0.2 0.0 0.1
H -6.194 -0.446 2.762 0.2 0.4 -0.2
H -7.529 -1.459 0.882 0.0 0.2 0.2
H -6.753 -3.647 -0.022 -0.3 -0.1 0.1
```
Forces are in eV/Å.

The HOMO energy comes out at -9.031 eV. Its calculated total energy is -7790.97386 Eh. As for the spin multiplicity: 1. Its gap between HOMO and LUMO is 0.3058 Ha.


F_max across the listed records, respectively: 0.9; 5.9 eV Å⁻¹.